i:
# C2H2ClF

A cluster of 2 separate species, C2H2ClF in total (the ωB97M-V functional and the def2-TZVPD basis, the Open Molecules 2025 dataset).

Each line ends with the Löwdin charge.
Cartesian coordinates (Å):
C1 -1.7275 0.5225 -0.2287  0.11
C2 -0.8409 -0.2559 -0.0519  -0.23
F1 0.0510 -1.1820 0.0218  0.08
Cl1 2.8907 0.2995 0.0954  0.30
H1 2.0945 -0.6471 0.3864  -0.28
H2 -2.4676 1.2629 -0.2230  0.02

HOMO-LUMO gap in eV: 11.63
SMILES: C#CF.Cl
Highest occupied orbital energy in eV: -10.927

ii:
# C2H2ClF

An isolated molecule of C2H2ClF (the ωB97M-V functional and the def2-TZVPD basis, the Open Molecules 2025 dataset).

Each line ends with the Löwdin charge.
Cartesian coordinates (Å):
C1 0.4509 -0.4259 0.1147  -0.59
C2 -0.5959 0.4395 0.0506  -0.23
H1 0.3297 -1.4402 -0.1197  0.05
H2 -0.4600 1.4667 -0.0163  0.09
F1 -1.7732 -0.1062 -0.0230  0.05
Cl1 2.0485 0.0661 -0.0064  0.64

HOMO-LUMO gap in eV: 10.44
SMILES: F/C=C/Cl
Highest occupied orbital energy in eV: -9.340

Stability check: which of them is most stable? ii.

i:
# C4H7NO2

An isolated molecule of C4H7NO2 (the ωB97M-V functional and the def2-TZVPD basis, the Open Molecules 2025 dataset).

Each line ends with the Löwdin charge.
Cartesian coordinates (Å):
C1 -1.3455 0.1660 -0.0389  -0.21
C2 -0.1565 1.0801 -0.1212  -0.18
C3 0.8923 0.8243 0.9884  0.00
C4 1.0979 -0.9817 -0.9245  -0.26
H1 -0.5777 -1.5514 0.1123  0.04
H2 -1.7473 -0.2874 -1.1084  0.17
H3 -2.1816 0.7177 0.4509  0.12
H4 -0.2562 2.0288 -0.5606  0.12
H5 1.5165 1.6620 1.2835  0.11
H6 0.5944 0.0578 1.6273  0.08
H7 2.0373 -1.5619 -0.6090  0.16
N1 1.0902 0.3096 -0.3916  -0.02
O1 -1.0567 -1.0167 0.7724  -0.11
O2 0.0928 -1.4473 -1.4806  -0.02

HOMO-LUMO gap in eV: 10.89
SMILES: O=CN1C[C@@H]1CO
Highest occupied orbital energy in eV: -9.985

ii:
# C4H7NO2

An isolated molecule of C4H7NO2 (the ωB97M-V functional and the def2-TZVPD basis, the Open Molecules 2025 dataset).

Each line ends with the Löwdin charge.
Cartesian coordinates (Å):
C1 0.2440 -1.0766 -1.0264  -0.05
C2 0.0709 0.0995 -0.0792  -0.46
N1 -1.8895 -0.6530 0.9788  0.04
C3 1.2490 2.1036 -0.1630  -0.19
C4 1.3344 0.8529 0.2131  -0.05
O1 -0.5217 -0.2435 1.1505  -0.17
O2 1.3349 3.2593 -0.3203  0.18
H1 -1.9426 -1.5770 1.4094  0.09
H2 -2.4352 -0.0169 1.5582  0.08
H3 -0.5042 0.9781 -0.6205  0.16
H4 2.1928 0.3728 0.6490  0.12
H5 0.7638 -0.7550 -1.9253  0.08
H6 -0.7236 -1.4911 -1.2962  0.07
H7 0.8268 -1.8529 -0.5282  0.08

HOMO-LUMO gap in eV: 9.95
SMILES: C[C@H](C=C=O)ON
Highest occupied orbital energy in eV: -9.157

iii:
# C4H7NO2

An isolated molecule of C4H7NO2 (the ωB97M-V functional and the def2-TZVPD basis, the Open Molecules 2025 dataset).

Each line ends with the Löwdin charge.
Cartesian coordinates (Å):
C1 -1.3789 -0.9409 0.0969  -0.04
C2 -0.3448 -0.1339 -0.6538  -0.33
C3 0.0301 1.2268 0.0120  -0.13
N1 1.4719 1.0717 0.2932  0.07
C4 1.5515 -0.3321 0.5565  -0.52
O1 2.1021 -0.9277 1.4258  0.18
O2 0.8768 -0.9066 -0.5371  -0.01
H1 -1.0031 -1.1221 1.1112  0.09
H2 -1.5055 -1.9127 -0.3881  0.09
H3 -2.3413 -0.4287 0.1575  0.09
H4 -0.6193 0.0058 -1.7070  0.15
H5 -0.5336 1.3941 0.9361  0.12
H6 -0.1049 2.0979 -0.6333  0.12
H7 1.7991 0.9084 -0.6699  0.13

HOMO-LUMO gap in eV: 11.27
SMILES: C[C@H]1CNC(=O)O1
Highest occupied orbital energy in eV: -10.556

Stability check: which of them is most stable? iii.

i:
# C4H7NO2

An isolated molecule of C4H7NO2 (the ωB97M-V functional and the def2-TZVPD basis, the Open Molecules 2025 dataset).

Each line ends with the Löwdin charge.
Cartesian coordinates (Å):
O1 -1.8442 0.0960 -1.3767  -0.09
N1 -0.5129 0.1437 -1.9410  0.04
C1 0.2335 -0.1613 -0.9352  -0.26
C2 0.9060 0.9582 -0.1878  -0.08
C3 0.9715 0.0961 1.0783  -0.10
C4 0.1165 -0.9928 0.3516  -0.31
O2 -1.1316 -1.3086 0.8884  -0.01
H1 -1.6986 0.8524 -0.7457  0.10
H2 -0.0782 1.5086 -0.0690  0.13
H3 1.6250 1.6702 -0.5831  0.12
H4 0.4495 0.5407 1.9263  0.11
H5 1.9691 -0.2318 1.3738  0.11
H6 0.7122 -1.9144 0.2251  0.16
H7 -1.7803 -1.0358 0.2218  0.07

HOMO-LUMO gap (spin up / spin down) in eV: 8.96 / 8.97
SMILES: O/N=C1/CC[C@H]1O
Highest occupied orbital energy (spin up / spin down) in eV: -9.136 / -9.136

ii:
# C4H7NO2

An isolated molecule of C4H7NO2 (the ωB97M-V functional and the def2-TZVPD basis, the Open Molecules 2025 dataset).

Each line ends with the Löwdin charge.
Cartesian coordinates (Å):
C1 1.7675 -1.5134 -0.4200  0.00
C2 0.8089 -0.7259 0.4461  -0.53
N1 -0.1785 -0.0519 -0.2257  0.04
O1 0.9078 -0.6926 1.6612  0.05
C3 -1.2337 0.6293 0.4883  -0.15
C4 -1.5373 1.9676 -0.1550  -0.25
O2 -2.6506 2.3645 -0.3925  0.06
H1 1.6490 -2.5763 -0.1890  0.09
H2 1.6183 -1.3565 -1.4931  0.07
H3 2.7883 -1.2328 -0.1494  0.09
H4 -0.2910 -0.2144 -1.2158  0.14
H5 -2.1549 0.0376 0.5535  0.13
H6 -0.8541 0.7939 1.5057  0.13
H7 -0.6397 2.5708 -0.4142  0.13

HOMO-LUMO gap in eV: 10.67
SMILES: CC(=O)NCC=O
Highest occupied orbital energy in eV: -10.016

iii:
# C4H7NO2

An isolated molecule of C4H7NO2 (the ωB97M-V functional and the def2-TZVPD basis, the Open Molecules 2025 dataset).

Each line ends with the Löwdin charge.
Cartesian coordinates (Å):
O1 -1.0536 2.2334 -1.9590  0.02
C1 -1.3617 1.2886 -1.2704  -0.37
N1 -0.7782 1.0406 -0.0578  0.02
C2 -0.6606 -0.2320 0.5902  -0.21
C3 0.5174 -1.0548 0.0796  -0.14
C4 1.8277 -0.6878 0.7270  -0.25
O2 1.9232 0.0684 1.6637  0.05
H1 -2.1118 0.5232 -1.5339  0.14
H2 -0.1356 1.7822 0.1882  0.15
H3 -0.4444 -0.0660 1.6429  0.11
H4 -1.5771 -0.8179 0.5699  0.12
H5 0.4352 -2.1415 0.1040  0.12
H6 0.6613 -0.8943 -0.9883  0.12
H7 2.7583 -1.0424 0.2439  0.12

HOMO-LUMO gap in eV: 10.64
SMILES: O=CCCNC=O
Highest occupied orbital energy in eV: -9.821

iv:
# C4H7NO2

An isolated molecule of C4H7NO2 (the ωB97M-V functional and the def2-TZVPD basis, the Open Molecules 2025 dataset).

Each line ends with the Löwdin charge.
Cartesian coordinates (Å):
N1 -1.6842 -1.7259 0.5288  0.16
C1 -1.0539 -0.7264 -0.1503  -0.53
O1 -1.1804 -0.5613 -1.3503  0.05
C2 -0.1838 0.1957 0.7015  -0.06
C3 1.1734 0.4050 0.0688  -0.31
C4 1.3299 1.3338 -1.0444  -0.11
O2 1.7739 1.6770 0.2645  -0.04
H1 -2.2920 -2.3464 0.0146  0.11
H2 -1.5757 -1.8533 1.5217  0.10
H3 -0.0739 -0.1764 1.7272  0.12
H4 -0.6843 1.1702 0.7562  0.14
H5 1.8700 -0.4347 0.1425  0.15
H6 0.4580 1.8759 -1.4106  0.12
H7 2.1229 1.1668 -1.7703  0.11

HOMO-LUMO gap in eV: 10.86
SMILES: NC(=O)C[C@H]1CO1
Highest occupied orbital energy in eV: -10.052

Stability check: which of them is most stable? ii.